# 1
{"formula": "C28H30Cl2MoN3O5S", "method": "ωB97M-V with the def2-TZVPD basis set", "de_lowest_kj_mol": 0.0, "charge": 3, "homo_lumo_gap_ev": [6.709, 6.744], "e_tot_ev": -81943.0113, "spin_multiplicity": 3, "s2": 2.0124, "homo_ev": [-16.2, -16.2], "symbols": ["Mo", "Cl", "C", "C", "C", "Cl", "C", "O", "C", "C", "O", "C", "H", "H", "H", "C", "N", "N", "C", "O", "C", "C", "C", "C", "C", "C", "C", "C", "C", "H", "H", "H", "H", "H", "H", "H", "H", "H", "H", "H", "H", "C", "N", "C", "C", "O", "H", "H", "H", "H", "H", "H", "H", "C", "S", "O", "C", "C", "C", "C", "C", "C", "H", "H", "H", "H", "H", "H", "H", "H"], "positions_angstrom": [[0.262, 0.290, -0.609], [6.746, -3.054, 0.287], [5.356, -2.138, -0.110], [5.477, -1.048, -0.980], [4.375, -0.291, -1.332], [4.540, 1.041, -2.411], [3.117, -0.590, -0.808], [2.071, 0.162, -1.168], [3.000, -1.686, 0.078], [1.742, -2.024, 0.653], [0.658, -1.428, 0.441], [4.126, -2.462, 0.412], [6.448, -0.796, -1.385], [1.690, -2.889, 1.320], [4.022, -3.311, 1.076], [-3.541, -2.726, -4.206], [-3.372, -2.202, -2.854], [-2.310, -1.428, -2.482], [-2.454, -1.109, -1.166], [-1.545, -0.409, -0.543], [-3.643, -1.658, -0.719], [-4.190, -2.334, -1.804], [-5.452, -3.113, -1.893], [-1.216, -1.034, -3.304], [-1.420, -0.215, -4.399], [-0.325, 0.179, -5.160], [0.958, -0.215, -4.806], [1.155, -1.028, -3.699], [0.069, -1.446, -2.933], [-2.584, -2.707, -4.719], [-4.269, -2.133, -4.757], [-3.880, -3.757, -4.139], [-4.052, -1.600, 0.273], [-5.985, -3.065, -0.948], [-5.247, -4.162, -2.117], [-6.100, -2.721, -2.678], [-2.423, 0.092, -4.671], [-0.480, 0.784, -6.044], [1.804, 0.088, -5.409], [2.150, -1.370, -3.451], [0.188, -2.181, -2.142], [-0.706, 4.943, -3.624], [-0.023, 3.807, -2.997], [1.421, 3.704, -3.215], [-0.678, 2.927, -2.298], [-0.134, 1.923, -1.753], [-0.534, 4.920, -4.698], [-0.306, 5.871, -3.220], [-1.774, 4.889, -3.428], [1.611, 3.346, -4.227], [1.860, 3.016, -2.498], [1.860, 4.693, -3.106], [-1.754, 3.086, -2.196], [1.437, 3.160, 2.657], [0.259, 2.978, 1.336], [0.513, 1.430, 1.008], [-1.283, 3.026, 2.160], [-1.608, 2.104, 3.154], [-2.826, 2.236, 3.794], [-3.690, 3.271, 3.445], [-3.354, 4.178, 2.449], [-2.142, 4.056, 1.788], [1.234, 2.427, 3.435], [1.305, 4.175, 3.036], [2.435, 3.038, 2.240], [-0.931, 1.301, 3.417], [-3.099, 1.543, 4.578], [-4.635, 3.373, 3.962], [-4.031, 4.981, 2.193], [-1.856, 4.768, 1.023]]}

***

# 2
{"formula": "C2H4N2S", "method": "ωB97M-V with the def2-TZVPD basis set", "de_lowest_kj_mol": 371.1, "homo_lumo_gap_ev": [7.734, 6.937], "e_tot_ev": -15950.0366, "homo_ev": [-8.4, -8.2], "symbols": ["C", "C", "N", "N", "S", "H", "H", "H", "H"], "positions_angstrom": [[1.852, 0.636, 0.034], [0.534, 0.268, 0.112], [-3.717, -0.092, 0.087], [-2.555, -0.403, 0.175], [-0.848, 1.192, -0.232], [2.835, 0.236, 0.275], [1.961, 1.675, -0.398], [0.169, -0.777, 0.239], [-3.701, 0.891, -0.090]]}

***

# 3
{"formula": "C22H41ClNOP3Rh", "method": "ωB97M-V with the def2-TZVPD basis set", "de_lowest_kj_mol": 0.0, "charge": 3, "homo_lumo_gap_ev": [5.504, 5.251], "e_tot_ev": -70385.7217, "spin_multiplicity": 5, "s2": 6.0558, "homo_ev": [-13.1, -17.0], "symbols": ["Rh", "P", "P", "P", "H", "C", "C", "H", "C", "C", "C", "C", "C", "C", "C", "C", "C", "H", "H", "H", "H", "H", "H", "H", "H", "H", "H", "H", "H", "H", "H", "H", "H", "H", "H", "H", "H", "H", "H", "H", "H", "H", "H", "H", "H", "H", "C", "C", "C", "C", "C", "C", "O", "H", "H", "H", "H", "H", "H", "Cl", "C", "C", "C", "C", "N", "C", "H", "H", "H", "H"], "positions_angstrom": [[0.367, 0.048, 1.224], [2.138, 0.746, 2.543], [-0.564, 1.782, 0.026], [1.763, -0.523, -0.524], [-1.417, -1.954, 1.133], [-0.343, -1.991, 0.933], [0.602, -1.982, 2.001], [0.254, -2.079, 3.033], [1.888, 1.037, 4.329], [2.691, 2.380, 1.936], [3.591, -0.368, 2.599], [-1.887, 0.987, -0.963], [-1.490, 3.156, 0.805], [0.503, 2.741, -1.129], [2.637, -2.145, -0.419], [3.191, 0.544, -0.969], [0.849, -0.789, -2.107], [-0.081, -2.424, -0.036], [1.630, -2.329, 1.834], [1.363, 0.187, 4.782], [1.306, 1.948, 4.512], [2.875, 1.142, 4.804], [1.835, 3.071, 1.914], [3.113, 2.298, 0.928], [3.457, 2.784, 2.612], [3.272, -1.345, 2.987], [4.326, 0.060, 3.294], [4.064, -0.507, 1.621], [-2.419, 1.754, -1.542], [-2.587, 0.503, -0.268], [-1.487, 0.229, -1.644], [-1.940, 3.767, 0.009], [-0.821, 3.794, 1.398], [-2.284, 2.768, 1.455], [-0.073, 3.594, -1.514], [0.847, 2.144, -1.982], [1.374, 3.140, -0.589], [3.194, -2.288, -1.355], [1.933, -2.975, -0.303], [3.352, -2.161, 0.412], [3.661, 0.134, -1.873], [3.948, 0.550, -0.176], [2.881, 1.570, -1.184], [1.516, -1.282, -2.829], [0.498, 0.150, -2.553], [-0.011, -1.454, -1.942], [-2.113, -1.018, -5.470], [-3.219, -1.406, -6.256], [-3.484, -2.772, -6.391], [-2.640, -3.723, -5.797], [-1.478, -3.315, -5.117], [-1.186, -1.954, -4.995], [-1.952, 0.277, -5.033], [-2.689, 0.819, -5.372], [-3.853, -0.647, -6.706], [-4.361, -3.103, -6.961], [-2.885, -4.791, -5.873], [-0.801, -4.050, -4.680], [-0.289, -1.592, -4.498], [-2.053, 3.348, 5.235], [-1.994, 1.770, 4.584], [-2.784, 0.742, 5.106], [-2.676, -0.505, 4.487], [-1.857, -0.650, 3.360], [-1.092, 0.344, 2.878], [-1.139, 1.537, 3.497], [-3.443, 0.935, 5.944], [-3.207, -1.393, 4.829], [-1.805, -1.621, 2.866], [-0.515, 2.353, 3.139]]}

***

# 4
{"formula": "C24H29ClLaN2OP", "method": "ωB97M-V with the def2-TZVPD basis set", "de_lowest_kj_mol": 0.0, "charge": 2, "homo_lumo_gap_ev": 7.212, "e_tot_ev": -53044.1236, "homo_ev": -13.9, "symbols": ["La", "Cl", "P", "C", "C", "C", "C", "C", "C", "C", "C", "C", "C", "C", "C", "C", "C", "C", "C", "C", "C", "H", "H", "H", "H", "H", "H", "H", "H", "H", "H", "H", "H", "H", "H", "H", "H", "H", "C", "N", "C", "C", "C", "N", "C", "C", "O", "H", "H", "H", "H", "H", "H", "H", "H", "H", "H", "H", "H"], "positions_angstrom": [[0.848, 0.816, 1.342], [-0.397, -1.541, 1.564], [-1.318, 0.784, -0.458], [-0.626, 2.416, -0.988], [-1.376, 3.586, -0.800], [-0.914, 4.828, -1.247], [0.281, 4.920, -1.991], [1.034, 3.765, -2.247], [0.612, 2.541, -1.682], [-1.868, -0.070, -1.912], [-2.141, -1.451, -1.885], [-2.673, -2.078, -3.021], [-2.788, -1.386, -4.246], [-2.356, -0.042, -4.292], [-1.940, 0.627, -3.127], [-2.849, 1.128, 0.481], [-2.901, 0.827, 1.848], [-4.068, 0.912, 2.592], [-5.224, 1.405, 1.990], [-5.196, 1.728, 0.630], [-4.029, 1.568, -0.136], [-1.918, -2.016, -0.977], [-3.020, -3.117, -2.975], [-3.210, -1.883, -5.143], [-2.350, 0.485, -5.247], [-1.595, 1.659, -3.175], [-2.321, 3.499, -0.263], [-1.491, 5.736, -1.026], [0.610, 5.894, -2.393], [1.919, 3.835, -2.915], [1.236, 1.652, -1.805], [-2.009, 0.454, 2.345], [-4.079, 0.607, 3.636], [-6.129, 1.537, 2.587], [-6.105, 2.102, 0.154], [-4.045, 1.785, -1.203], [0.110, 3.522, 1.502], [-0.354, 2.981, 1.785], [3.423, -2.484, -1.027], [3.317, -2.754, 0.424], [3.940, -4.023, 0.845], [4.647, -3.937, 2.173], [3.675, -3.175, 3.126], [3.146, -1.892, 2.576], [2.959, -0.576, 3.257], [2.907, -1.811, 1.267], [2.354, -0.697, 0.831], [4.493, -2.535, -1.350], [3.086, -1.457, -1.266], [2.864, -3.269, -1.602], [3.145, -4.773, 0.977], [4.635, -4.342, 0.077], [5.703, -3.593, 2.181], [4.686, -4.967, 2.543], [4.100, -3.014, 4.135], [2.836, -3.934, 3.170], [1.856, -0.266, 3.300], [3.270, -0.715, 4.285], [3.597, 0.201, 2.774]]}

***

# 5
{"formula": "C3H6N2O2", "method": "ωB97M-V with the def2-TZVPD basis set", "smiles": "CN/N=C\\OC=O", "de_lowest_kj_mol": 291.9, "homo_lumo_gap_ev": 9.332, "e_tot_ev": -10281.7726, "homo_ev": -8.4, "symbols": ["C", "N", "N", "C", "O", "C", "O", "H", "H", "H", "H", "H", "H"], "positions_angstrom": [[-2.111, 0.802, -0.063], [-0.792, 0.291, 0.220], [0.218, 1.000, -0.229], [1.442, 0.725, -0.246], [2.188, -0.414, 0.146], [1.745, -1.644, 0.228], [0.631, -2.056, 0.030], [-2.735, 0.033, -0.520], [-2.591, 1.143, 0.859], [-2.022, 1.648, -0.744], [-0.689, -0.715, 0.364], [2.133, 1.482, -0.576], [2.582, -2.294, 0.531]]}